The following is a quantum chemistry calculation of C26H35N3O3S in the gas phase at a distorted geometry, from the OMol25 dataset.

Values from the calculation:
* F_max: 0.0276 Eh/bohr
* orbital gap: 8.96 eV
* energy above the lowest of the compared OMol25 structures with the same formula, charge and spin: 0.00 kcal/mol
* total charge: 0
* HOMO energy: -8.730 eV

Positions of all 68 atoms, in Å:
1 C -5.110 1.324 -1.889
2 H -5.571 2.087 -1.266
3 H -5.182 0.365 -1.381
4 C -3.654 1.676 -2.168
5 N -2.908 1.800 -0.924
6 C -2.385 3.014 -0.586
7 O -2.503 3.992 -1.298
8 C -1.616 3.076 0.692
9 C -2.178 2.706 1.907
10 C -1.485 2.838 3.093
11 C -0.197 3.346 3.075
12 C 0.376 3.729 1.872
13 C -0.330 3.606 0.688
14 H 0.104 3.916 -0.249
15 H 1.377 4.135 1.857
16 H 0.354 3.449 3.998
17 H -1.970 2.539 4.010
18 S -3.862 2.014 1.914
19 O -4.156 1.648 3.297
20 C -3.131 0.537 1.144
21 C -2.963 -0.617 1.882
22 C -2.310 -1.701 1.327
23 C -1.838 -1.621 0.019
24 C -2.074 -0.480 -0.738
25 C -2.705 0.623 -0.177
26 H -1.718 -0.456 -1.756
27 C -0.985 -2.679 -0.612
28 O -1.015 -2.928 -1.799
29 N -0.154 -3.293 0.262
30 H -0.112 -2.949 1.209
31 C 0.989 -4.056 -0.173
32 H 0.942 -5.072 0.237
33 H 0.930 -4.116 -1.261
34 C 2.290 -3.391 0.298
35 N 2.422 -2.025 -0.182
36 C 3.206 -1.163 0.696
37 H 4.155 -0.890 0.215
38 C 2.470 0.127 1.101
39 C 3.360 0.955 2.023
40 H 3.591 0.399 2.931
41 H 4.296 1.210 1.531
42 H 2.856 1.876 2.305
43 C 1.142 -0.191 1.781
44 H 0.623 0.726 2.054
45 H 0.507 -0.755 1.104
46 H 1.305 -0.775 2.685
47 H 2.259 0.714 0.204
48 H 3.459 -1.700 1.616
49 C 2.878 -2.000 -1.565
50 H 2.328 -2.769 -2.110
51 C 2.640 -0.668 -2.281
52 C 3.190 -0.756 -3.704
53 H 3.050 0.190 -4.222
54 H 4.252 -0.989 -3.696
55 H 2.671 -1.532 -4.262
56 C 1.153 -0.333 -2.306
57 H 0.770 -0.257 -1.292
58 H 0.983 0.613 -2.817
59 H 0.601 -1.116 -2.821
60 H 3.178 0.125 -1.754
61 H 3.954 -2.253 -1.623
62 H 2.270 -3.372 1.392
63 H 3.139 -4.026 -0.012
64 H -2.184 -2.605 1.904
65 H -3.340 -0.634 2.894
66 H -3.195 0.911 -2.799
67 H -3.582 2.643 -2.671
68 H -5.657 1.262 -2.826